# 1
Here is C3H8N2S as an isolated structure in a non-equilibrium geometry from the Open Molecules 2025 dataset. Energies are from ωB97M-V/def2-TZVPD.

Each line ends with the Mulliken charge.
Atoms and positions in Å:
N  0.04635  -0.61607  -0.56786  -0.262
H  0.36315  2.04628  0.36183  0.263
S  -1.36356  0.24168  -0.60335  -0.090
N  2.02152  -1.20000  0.23225  -0.699
H  2.23738  1.76288  -0.91953  0.248
C  -1.96148  -0.17941  1.03655  -0.713
H  -2.74596  0.59055  1.22233  0.299
H  -1.15084  -0.10466  1.80558  0.241
H  0.13506  -1.51502  -0.85411  0.235
H  2.48533  1.39964  1.09416  0.316
C  1.62547  1.39596  0.24822  -0.832
H  -2.47382  -1.22597  1.14312  0.250
C  1.25938  -0.13670  0.02012  0.510
H  2.95135  -0.58712  0.32013  0.235

Force components x, y, z for each atom (eV/Å):
1.12 5.13 1.22
4.57 -1.86 -0.12
-0.37 -0.41 0.33
2.37 5.40 -0.08
-2.19 -0.93 3.79
-1.46 -0.83 0.99
0.46 -0.56 0.25
-0.68 0.08 -0.74
0.00 -3.17 -0.95
-2.57 0.50 -1.82
-0.73 -0.01 -2.37
1.06 1.84 -0.45
-0.18 -2.64 -0.52
-1.40 -2.55 0.45

Summary:
Charge: 0
LUMO in eV: 0.70
ΔE to the lowest compared entry with this formula, charge and spin in kJ/mol: 410.61
Gap between HOMO and LUMO in eV: 9.8

=====

# 2
Here is a 2-piece molecular cluster, C3H8N2S overall in a non-equilibrium geometry from the Open Molecules 2025 dataset. Energies are from ωB97M-V/def2-TZVPD.

Each line ends with the Mulliken charge.
Atoms and positions in Å:
H  0.22926  1.93252  -1.88643  0.209
H  1.23886  -1.08701  2.76642  0.238
C  1.07526  -1.42142  0.52259  -0.431
N  -1.68536  1.69452  -1.88419  -0.567
H  0.76313  -2.36389  0.06110  0.233
H  -0.74500  2.83469  -3.12236  0.226
C  0.07959  -0.40592  0.97308  -0.232
H  0.22760  0.58590  0.82404  0.478
H  0.02315  -2.19986  2.32205  0.260
H  2.07832  -1.17169  0.22109  0.257
H  -1.54963  1.10510  -1.02010  0.219
N  -0.65191  2.33292  -2.27457  -0.083
S  -1.68169  -0.46048  0.50057  -0.218
C  0.59842  -1.37538  1.99670  -0.589

Force components x, y, z for each atom (eV/Å):
-0.34 1.31 -1.26
1.14 0.97 0.88
-0.41 -1.74 0.98
-3.69 -1.71 1.28
-0.28 0.66 -0.19
0.48 0.24 -0.77
-2.69 -2.46 -0.60
1.79 2.72 0.61
-1.03 -0.52 -0.15
0.10 0.57 0.25
0.34 1.05 -1.21
3.18 -0.61 1.73
0.59 -0.99 0.31
0.81 0.50 -1.86

Summary:
Charge: 0
LUMO (alpha / beta) in eV: 0.84 / -2.03
ΔE to the lowest compared entry with this formula, charge and spin in kJ/mol: 554.18
Gap between HOMO and LUMO (alpha / beta) in eV: 9.7 / 4.8